{
  "formula": "C42H112N11O4",
  "method": "ωB97M-V with the def2-TZVPD basis set",
  "symbols": ["O", "O", "O", "O", "N", "N", "N", "N", "N", "N", "N", "N", "N", "N", "N", "C", "C", "C", "C", "C", "C", "C", "C", "C", "C", "C", "C", "C", "C", "C", "C", "C", "C", "C", "C", "C", "C", "C", "C", "C", "C", "C", "C", "C", "C", "C", "C", "C", "C", "C", "C", "C", "C", "C", "C", "C", "C", "H", "H", "H", "H", "H", "H", "H", "H", "H", "H", "H", "H", "H", "H", "H", "H", "H", "H", "H", "H", "H", "H", "H", "H", "H", "H", "H", "H", "H", "H", "H", "H", "H", "H", "H", "H", "H", "H", "H", "H", "H", "H", "H", "H", "H", "H", "H", "H", "H", "H", "H", "H", "H", "H", "H", "H", "H", "H", "H", "H", "H", "H", "H", "H", "H", "H", "H", "H", "H", "H", "H", "H", "H", "H", "H", "H", "H", "H", "H", "H", "H", "H", "H", "H", "H", "H", "H", "H", "H", "H", "H", "H", "H", "H", "H", "H", "H", "H", "H", "H", "H", "H", "H", "H", "H", "H", "H", "H", "H", "H", "H", "H"],
  "xyz": [[-1.8357, 1.2532, -1.8448], [0.0009, -1.6277, 2.4165], [-3.5524, 0.4127, 0.5989], [1.7698, -0.4172, 0.3546], [4.5417, -1.0562, 3.3570], [-4.3990, 2.3649, -1.4150], [-1.2990, -2.1379, 4.5433], [4.7659, -1.4354, -2.9238], [2.1289, 4.6630, 0.6118], [2.4952, -2.2339, -1.3491], [-3.7390, 5.1926, -1.0853], [-5.3438, -0.2565, 2.6967], [0.3873, -3.5189, -2.8024], [-6.8510, -2.5977, 1.0074], [2.2807, -2.5889, 3.1524], [-1.4455, 0.6082, -0.7764], [-7.8259, -2.0603, 0.0282], [2.8268, 0.7351, 3.1374], [1.5986, 3.3895, 0.1740], [-7.5022, -3.5473, 1.9981], [-0.4610, -4.0922, -0.4770], [6.0586, -0.9670, -2.3279], [-7.7717, -4.9676, 1.4198], [-8.8133, -1.0208, 0.5956], [-0.4095, -0.9826, 1.4341], [6.1442, -1.4026, -0.8604], [0.5088, -4.8969, -3.3657], [-1.7564, 6.5667, -1.6043], [1.6013, -5.1090, -4.3519], [-0.5748, -2.5827, -4.9640], [4.1358, 0.1901, 2.5740], [1.7791, 6.5372, 2.2354], [5.9530, -3.2217, 2.9272], [-0.7190, -3.3922, -1.8150], [-2.5118, 5.2558, -1.8957], [1.0338, 3.5427, -1.2306], [3.6463, 4.6213, 0.6737], [4.0765, -0.3639, -3.6256], [-6.2468, 5.7838, -1.1649], [1.5074, 5.0687, 1.9537], [-2.4887, 4.2677, 0.8422], [5.3694, -3.8870, -3.2485], [5.4402, -1.8894, 2.4379], [-0.1048, 0.3259, -0.8122], [5.0093, -2.5324, -3.8611], [4.3637, 4.6179, -0.6742], [6.5009, 0.0279, 4.5190], [0.3761, -2.4729, -3.7690], [-4.5500, -3.4007, 1.2225], [-2.3599, 0.0608, 0.3576], [3.5568, 0.6731, -2.6410], [-5.6843, -3.0075, 0.3166], [-1.8462, -0.7302, 1.3918], [-4.8829, 6.0903, -1.5773], [5.2037, -0.7697, 4.6160], [0.5401, -0.3127, 0.2965], [-3.5364, 5.2809, 0.3710], [2.8698, 1.3537, -3.1438], [3.0346, -1.9190, 3.0980], [0.5239, 0.7322, -1.5907], [4.1670, 3.7270, -1.2707], [6.5209, -3.1572, 3.8553], [-6.9411, -5.5038, 0.9608], [-8.4008, -3.1249, 2.4476], [4.9007, -3.9991, -2.2708], [-3.6271, -3.6529, 0.7003], [6.6320, 0.6207, 5.4243], [-2.3398, 7.4873, -1.6231], [-3.2997, 6.2990, 0.6800], [4.9436, 0.9217, 2.5527], [3.2157, -0.8546, -4.0799], [6.5786, 0.8000, 3.7535], [6.1916, -2.4775, -0.6858], [2.7364, 6.7360, 2.7174], [5.1260, -3.9142, 3.0838], [-8.4592, -4.8876, 0.5777], [2.5413, -5.0926, -3.8004], [1.3907, -2.2709, 2.7963], [2.9594, 0.1346, -1.9053], [0.4237, 4.9684, 2.0140], [0.7831, 3.1365, 0.8516], [-8.3174, -5.5305, 2.1770], [-1.5129, 4.4288, 0.3841], [-1.1674, -3.5961, 0.1885], [-2.3587, 4.1705, 1.9200], [0.6030, -5.5737, -2.5165], [-1.0035, 6.7979, -2.3579], [5.5477, -0.7839, -0.1899], [7.3473, -0.6354, 4.3408], [-6.8464, 6.5289, -1.6878], [1.7300, -2.6532, -1.8578], [-4.5012, 5.0324, 0.8133], [3.0249, 1.1098, 4.1416], [6.8994, -1.1550, -2.9956], [-3.4567, 2.0477, -1.5925], [3.8939, -0.0905, 1.5489], [-2.8812, 5.3787, -2.9138], [-5.9958, -0.9242, 2.3107], [4.9550, -2.0037, 1.4685], [0.9850, 6.8975, 2.8894], [-5.0281, 1.9945, -2.1130], [-4.8898, -0.6356, 3.5154], [2.3708, 1.5672, 2.6009], [-0.9682, -1.7940, 5.4335], [0.3415, -1.4749, -3.3320], [-0.7230, -1.8181, 3.7778], [5.7599, -2.2034, -4.5797], [1.4081, -2.4399, -4.1183], [-9.2059, -0.5741, -0.3179], [3.9550, 3.7407, 1.2370], [-0.4502, -5.1533, -3.8158], [-4.6776, 7.0986, -1.2177], [2.7545, -2.6416, -0.4621], [-2.7161, 3.2490, 0.5280], [1.6380, -4.3214, -5.1046], [4.3072, 1.2668, -2.1190], [5.4508, 4.6947, -0.6516], [-1.8682, 4.3790, -1.9683], [2.1655, -2.8192, 4.1290], [2.0393, -0.0167, 3.0841], [-1.5492, -3.9235, -2.2803], [0.5841, -4.1567, -0.1740], [0.4291, 4.4493, -1.2518], [6.2616, -1.2071, 2.2193], [-2.2436, -1.8121, 4.3957], [4.1437, 5.4222, 1.2208], [-4.3860, 3.3683, -1.3004], [4.0117, 5.3559, -1.3950], [-2.3554, -1.0369, 2.2935], [0.3563, 2.7143, -1.4376], [-5.8595, 0.6087, 2.7723], [-1.0653, -2.4054, -1.5077], [3.3770, -2.1983, -1.8404], [1.8291, 3.6305, -1.9708], [5.0905, -4.8461, -3.6850], [4.1046, -2.8563, -4.3755], [-4.6143, 1.9060, -0.5414], [2.3450, 2.6082, 0.3177], [1.7261, 7.1838, 1.3595], [4.6379, -0.0730, 5.2345], [-4.8503, 5.9477, -2.6575], [1.5504, -6.0502, -4.8993], [-6.9013, -3.5475, 2.9075], [-0.3761, -3.3958, -5.6623], [7.0473, -0.9295, -0.4749], [-6.5784, 4.7840, -1.4452], [6.4517, -3.9994, -3.1842], [-8.3650, -2.8730, -0.4586], [-1.2583, 6.4871, -0.6380], [-1.3421, -3.1389, 4.6706], [-4.8371, -4.3141, 1.7435], [-5.3565, -2.1856, -0.3200], [6.0205, 0.1205, -2.3912], [2.5096, -3.3519, 2.5314], [4.8458, -0.0466, -4.3296], [5.3241, -1.7136, 5.1476], [-6.0554, -3.8337, -0.2899], [-6.5542, 5.8990, -0.1255], [-7.2728, -1.7130, -0.8444], [-4.3593, -2.5808, 1.9150], [-8.4010, -0.2648, 1.2639], [2.2082, -1.2880, -1.1418], [-1.5948, -2.8086, -4.6534], [-0.7573, -5.0993, -0.7704], [1.9807, 4.4295, 2.6990], [-9.6302, -1.4864, 1.1469], [-4.6452, -0.1108, 1.9819], [-0.5454, -1.6948, -5.5957], [6.7491, -3.6293, 2.3042]],
  "forces_ev_per_a": [[-2.0537, 0.1761, 1.6493], [2.6810, -2.4484, 3.6462], [-3.4958, 1.5106, -0.9721], [2.6490, -0.7736, 0.8473], [-0.2465, -0.4005, -2.1825], [-1.2043, -0.9149, 0.3175], [-1.6142, -0.7800, 2.9339], [0.6274, -1.4483, 0.7234], [0.8890, 1.1798, 1.5017], [0.7949, 0.0242, 0.7049], [-1.3299, -1.1103, 0.2790], [-0.6513, 0.0225, 0.1001], [0.0143, 0.2026, 1.6878], [-2.2525, 2.0892, 2.0441], [-0.0164, -1.7884, 0.0980], [-1.6136, -0.0433, -1.6757], [0.1850, -0.2669, 0.6970], [0.2413, 0.4367, 0.3709], [-0.4288, 0.4020, -0.0081], [1.2029, -0.2348, -0.9777], [-0.5267, -0.8472, -1.5930], [-1.7240, 0.3850, 0.1586], [-0.7341, 0.9789, -0.0056], [0.1478, -0.8144, -0.8160], [-2.7912, 3.5159, -4.4444], [1.7136, 1.4936, -0.3253], [-1.5963, 0.4763, 0.7786], [0.8637, -0.2515, -0.0427], [1.1115, 0.4154, -0.1490], [-0.3176, -0.3339, -0.1556], [-0.6382, -0.7680, 0.2902], [-0.0834, 0.4100, 0.4761], [0.2741, 0.1682, 0.8769], [0.2427, -0.7664, -0.2958], [-0.9327, 2.4771, -1.0231], [-0.2034, -0.5318, 0.2638], [-0.3793, 0.2044, -0.0303], [0.4440, -0.2454, 0.6856], [-1.9743, -0.6218, 0.6334], [1.8496, 0.4526, -1.5181], [0.2003, -0.4126, -0.3016], [1.2990, -0.2490, 1.1090], [0.1573, 1.5765, 0.3301], [1.1752, -1.6596, 3.0449], [-0.6031, -1.3628, -0.3922], [-0.6623, -0.5694, -1.3327], [1.0528, -0.2566, -0.0720], [1.0687, 0.6945, -1.7240], [-0.1209, -0.7633, 0.0811], [1.4890, 0.1795, 0.7470], [-0.3818, -0.0079, -0.3708], [0.3885, -0.9058, -0.5504], [4.9821, -0.1130, -1.7514], [3.1918, -0.7156, 0.4498], [0.1845, 1.2780, 0.1396], [-3.8268, -0.6783, 0.7031], [-0.0542, -0.6006, -0.3501], [0.0909, 0.1385, -0.0271], [1.5176, 1.5032, 0.2857], [-0.1062, -0.0146, -0.0645], [-0.0621, -0.5749, 0.3056], [-0.3861, 0.2780, 0.4076], [0.3481, 0.0329, 0.7350], [-0.3865, 0.2377, -0.8766], [0.2943, 0.3028, 0.4140], [-0.0726, 0.3224, -0.1859], [0.2922, -0.4494, 0.2461], [-0.6065, -0.3350, 0.2319], [0.2086, 0.1951, 0.1161], [-0.0556, 0.0709, 0.0473], [0.0693, 0.3505, -0.5762], [-0.5240, -0.2154, -0.3208], [-0.3253, 0.1951, 0.0991], [-0.0119, -0.0932, 0.0189], [0.2037, -0.3326, -0.1081], [-0.2772, 0.2040, 0.0315], [0.3188, -0.0064, -0.2298], [-1.8491, 1.5843, -0.9426], [0.1366, 0.4546, 0.1427], [0.0799, -0.6202, -0.7007], [-0.2021, -0.2527, -0.0297], [0.3796, -0.3564, -0.0667], [0.0960, 0.3385, 0.1669], [0.4364, -0.4964, 0.6318], [-0.1039, 0.5313, 0.0695], [0.1796, -0.0371, 0.0151], [0.2950, -0.4601, 0.0050], [-1.3534, -0.6622, -0.4143], [0.2556, 0.1637, 0.2757], [-0.3571, -0.2380, -0.1546], [-0.8579, -1.6179, -0.5680], [-0.0637, 0.0689, 0.2278], [-0.4286, -0.2031, 0.2750], [0.2256, -0.8660, 0.2604], [2.1310, -0.9188, -0.7022], [0.3153, -0.2677, -0.0749], [-0.0429, -0.2292, -0.2455], [-0.7635, -1.3203, -0.5823], [-0.4276, -0.0589, 0.1982], [0.1487, 0.1299, 0.2996], [-0.0700, 0.2555, -0.3643], [-0.3234, 0.4064, 0.4434], [0.5322, 0.1058, -0.3767], [0.0731, 0.5264, 0.3615], [-0.7801, -0.0935, 0.5793], [1.6764, 0.5730, -3.0348], [0.0158, -0.2403, -0.3978], [0.2405, -0.0664, -0.7731], [-0.4234, 0.4586, 0.3714], [0.0099, -0.5358, 0.1119], [-0.3333, -0.0616, -0.2014], [0.2657, 0.3900, -0.6262], [-0.7389, -0.2549, 0.2786], [-0.3838, -0.1035, -0.1681], [-0.0115, -0.0319, 0.0037], [0.0446, -0.1098, -0.0887], [-0.0400, 0.1175, 0.5577], [-0.1776, -0.1901, 0.8346], [0.3390, -0.6319, 0.0859], [0.0995, -0.0966, 0.3477], [-0.6406, 0.2134, 0.1468], [-0.0862, 0.5090, 0.2706], [0.1429, 0.1345, -0.0357], [0.4890, -0.2120, -0.1860], [-0.2381, 0.1959, -0.0835], [-0.9073, 0.5164, 0.2428], [0.0009, 1.6743, -0.1282], [-0.1094, 0.6400, 0.5093], [-0.7291, 0.0410, -0.1077], [0.1686, 0.0148, -0.3808], [0.1023, 0.4170, 0.8170], [0.6573, 0.6072, -1.1322], [1.0362, 0.4287, -1.3231], [-0.1167, -0.0368, -0.1164], [-0.4879, 0.5449, -1.1051], [-0.4241, 1.1494, -0.4186], [0.0881, -0.4193, 0.6786], [0.0800, -0.3867, -0.4458], [-0.0045, -0.3626, -0.2844], [-1.0316, -0.5998, -0.0926], [0.1831, 0.6937, -0.0478], [-0.2490, -0.0650, 0.2915], [0.6728, -0.5292, -0.1651], [0.5402, -0.2217, 0.1923], [0.9910, -0.6588, -0.1361], [-0.0730, -0.0577, -0.2949], [0.1067, 0.0949, 0.6431], [-0.5378, -0.3250, 0.2825], [0.1449, 0.2511, 0.0204], [0.1024, -0.5141, -0.5258], [0.0803, 0.0981, 0.4581], [-0.0774, -0.0513, -0.1284], [-0.0051, 0.1152, 0.4734], [0.2964, -0.7333, 0.4678], [-0.6659, 0.8678, -0.7374], [0.1692, 0.1807, 0.1669], [0.9410, -0.4496, -0.7302], [0.5901, 0.1254, 0.2521], [0.2226, 0.7280, 0.3407], [0.2122, -0.1234, 0.1684], [0.3838, 0.0545, -0.2656], [-0.1462, 1.0102, 0.9415], [-0.1610, 0.4983, 0.1770], [-0.0385, -0.4387, 1.2099], [-0.2090, -0.0859, 0.5516], [-0.0259, -0.0729, -0.1432], [1.8481, 0.4892, -1.8278], [-0.1663, 0.1913, 0.3264], [-0.5566, -0.0995, -0.6761]],
  "s2": 0.78,
  "orbital_gap_ev": [3.39, 5.18],
  "spin_multiplicity": 2,
  "e_lumo_ev": [-5.18, -5.19],
  "largest_force_ev_per_a": 6.317,
  "charge": 2
}